# 1
DFT (wB97M-V/def2-TZVPD) results for C33H49CaClF14N4O13S2 as an isolated structure.

Values from the calculation:
Net charge: +2
Lowest unoccupied orbital energy, Ha: -0.2997

CARTESIAN COORDINATES (ANGSTROEM)
C: 3.099 -3.881 0.029
O: 3.376 -3.362 -1.316
C: 3.605 -1.917 -1.141
C: 3.599 -1.126 -2.484
C: 4.458 0.210 -2.410
C: 3.664 1.381 -1.643
C: 3.925 1.167 -0.091
C: 3.998 2.472 0.745
C: 5.264 3.205 0.663
N: 6.316 2.717 -0.194
C: 7.634 2.624 0.505
C: 6.357 3.569 -1.357
C: 7.483 3.479 -2.442
O: 5.479 4.381 -1.555
C: 5.391 4.437 1.435
N: 6.560 5.277 1.420
C: 4.281 4.825 2.250
N: 3.092 4.121 2.317
C: 2.066 4.671 3.220
S: 2.136 3.788 4.846
O: 1.787 4.735 5.894
O: 1.225 2.653 4.893
C: 2.909 2.973 1.573
C: 1.554 2.199 1.614
C: 0.414 3.093 0.929
C: 0.083 2.646 -0.524
F: 1.178 3.008 -1.283
F: -0.081 1.281 -0.611
C: -1.155 3.494 -1.051
F: -0.778 4.016 -2.273
F: -1.341 4.584 -0.247
C: -2.470 2.685 -1.325
F: -3.349 3.568 -1.921
F: -2.315 1.672 -2.222
C: -3.215 2.117 -0.054
F: -2.388 1.750 0.981
F: -3.842 0.957 -0.465
C: -4.354 3.023 0.542
F: -5.499 2.981 -0.208
F: -4.024 4.336 0.680
C: -4.801 2.529 1.995
F: -3.961 2.940 2.968
F: -5.076 1.211 2.032
F: -5.983 3.174 2.238
H: 2.175 -3.433 0.475
H: 2.946 -4.992 0.041
H: 3.946 -3.641 0.740
H: 2.747 -1.540 -0.533
H: 4.601 -1.679 -0.639
H: 2.540 -0.799 -2.647
H: 3.934 -1.725 -3.369
H: 4.589 0.536 -3.495
H: 5.462 0.041 -1.956
H: 3.914 2.396 -2.015
H: 2.581 1.150 -1.817
H: 3.227 0.401 0.329
H: 4.948 0.703 -0.018
H: 7.516 2.493 1.610
H: 8.173 3.595 0.356
H: 8.274 1.815 0.089
H: 7.000 3.177 -3.405
H: 7.966 4.474 -2.569
H: 8.240 2.717 -2.153
H: 6.269 6.127 1.918
H: 6.629 5.584 0.436
H: 4.377 5.764 2.841
H: 1.043 4.719 2.790
H: 2.353 5.730 3.455
H: 3.458 3.378 5.002
H: 1.686 1.263 1.032
H: 1.272 1.903 2.653
H: -0.467 3.182 1.602
H: 0.859 4.119 0.844
C: -0.347 2.733 -5.032
C: -0.078 1.728 -6.114
O: 1.328 1.790 -6.260
C: 1.817 2.150 -5.041
O: 2.957 2.042 -4.724
O: 0.836 2.642 -4.235
F: -0.654 2.098 -7.280
H: -0.447 3.749 -5.420
H: -1.233 2.491 -4.449
H: -0.376 0.706 -5.866
Cl: 6.539 0.540 -3.806
C: -7.368 -0.650 0.597
C: -8.235 -1.792 0.236
N: -8.906 -2.677 -0.042
H: -6.332 -0.878 0.346
H: -7.679 0.240 0.051
H: -7.441 -0.454 1.666
C: -6.333 -5.471 2.261
S: -6.409 -6.907 1.177
O: -5.060 -7.545 1.186
C: -6.554 -5.978 -0.357
H: -6.201 -5.820 3.284
H: -5.489 -4.838 1.980
H: -7.266 -4.910 2.187
H: -5.696 -5.314 -0.472
H: -7.479 -5.399 -0.346
H: -6.580 -6.684 -1.187
O: 2.122 -2.248 -5.180
H: 2.587 -2.356 -6.019
H: 1.588 -3.047 -5.105
C: -8.035 -10.825 3.894
C: -7.139 -9.621 3.810
O: -7.947 -8.582 4.355
C: -8.874 -9.170 5.162
O: -9.596 -8.578 5.896
O: -8.863 -10.523 5.016
H: -7.482 -11.749 4.056
H: -8.666 -10.940 3.010
H: -6.239 -9.726 4.422
H: -6.846 -9.389 2.787
Ca: 5.211 -4.016 -1.622
O: -0.232 -1.521 0.805
H: -0.475 -0.653 0.460
H: -0.981 -1.769 1.360

Forces on the atoms, in the same order (eV/Å):
-0.5 -0.9 1.2
-2.4 0.6 1.9
-0.5 2.3 -1.2
-0.3 0.6 0.5
-2.6 0.6 0.2
0.0 -2.1 0.4
0.6 0.3 0.0
0.6 1.0 0.6
-1.9 0.3 1.1
-0.1 1.2 0.3
1.0 0.6 0.1
0.7 0.4 -2.0
0.0 -0.8 1.1
-0.3 -0.3 0.8
-1.3 -0.6 0.4
-2.2 -0.1 -0.7
1.1 -0.4 -0.8
1.0 -0.2 -1.0
0.7 0.8 0.3
-3.3 0.1 3.1
1.5 -0.1 -1.6
1.7 0.2 -1.5
0.8 -1.2 -0.7
0.1 0.7 -0.4
1.0 -0.1 0.7
1.0 1.4 1.3
-1.1 -0.8 0.6
-0.1 1.0 -0.3
1.1 0.2 -1.8
-0.7 -0.7 1.0
-0.4 -1.4 -0.4
-1.4 0.7 -0.3
0.8 -0.7 0.7
0.7 0.9 1.0
-1.2 -1.2 -0.2
-0.1 0.6 -1.0
0.6 1.2 0.4
-1.3 0.5 0.8
1.5 -0.4 0.3
0.4 -1.2 -0.3
-1.7 1.2 0.3
-0.3 -1.0 -1.0
0.9 0.9 0.1
1.1 -0.6 -0.2
0.8 -0.2 -0.6
0.1 0.9 -0.5
-0.5 0.0 -0.6
1.0 -0.4 -0.1
-0.7 -0.8 0.0
0.9 -0.7 -0.3
-0.2 0.3 0.6
-0.5 -0.6 1.9
-0.9 0.1 -0.3
-0.1 -0.8 0.3
0.8 0.7 0.0
0.4 0.9 -0.2
-0.8 0.6 0.1
-0.1 -0.1 -1.0
-0.2 -1.0 0.3
-0.7 0.4 0.2
0.4 0.1 0.9
-0.5 -0.6 0.3
-0.5 0.5 -0.5
0.7 -0.3 -0.1
0.5 -0.2 0.4
-0.4 -0.9 -0.5
0.7 -0.6 0.5
-0.2 -1.0 -0.1
-0.6 0.3 -0.6
-0.1 0.7 0.5
0.2 0.4 -0.8
0.5 -0.3 -0.7
-0.8 -0.8 -0.3
-0.5 0.3 0.4
-0.1 0.2 -0.7
-0.2 -0.1 0.7
0.7 0.1 0.0
-0.3 0.0 0.1
0.2 -0.3 -0.3
0.0 -0.2 0.0
0.0 -0.1 -0.2
0.2 0.0 0.1
0.0 0.0 -0.2
2.8 -0.1 -1.4
-0.3 -0.4 -0.1
0.5 0.7 0.2
-0.1 -0.3 -0.1
-0.1 0.0 0.0
0.0 -0.1 0.0
0.0 0.0 0.0
0.0 0.1 0.1
0.0 0.1 0.0
0.0 0.1 0.0
0.0 0.1 -0.1
0.0 -0.1 -0.1
0.0 -0.1 -0.1
0.0 -0.1 0.0
0.0 0.0 0.1
0.0 0.0 0.0
0.0 -0.1 0.1
0.1 -0.4 0.1
-0.1 0.2 0.0
-0.1 0.1 -0.1
0.0 -0.5 -0.2
0.6 0.0 -0.4
-0.2 -0.2 0.1
-0.3 0.1 0.3
0.2 -0.1 -0.2
0.1 0.4 0.0
-0.1 0.0 0.2
0.0 0.0 0.0
0.0 0.0 0.0
-0.1 0.2 0.1
2.7 -0.3 -1.0
0.1 0.2 0.0
0.0 -0.1 0.0
0.1 -0.1 0.0

***

# 2
DFT (wB97M-V/def2-TZVPD) results for a 2-piece molecular cluster, C4H3BrFO2 overall.

Values from the calculation:
Energy above the lowest of the compared OMol25 structures with the same formula, charge and spin, kJ/mol: 4.3
Net charge: -1
Lowest unoccupied orbital energy, Ha: 0.1329

CARTESIAN COORDINATES (ANGSTROEM)
C: 1.368 0.557 1.692
C: -0.049 0.182 -1.277
C: -1.070 -0.110 -0.169
C: 0.228 -0.752 -0.174
O: 1.349 -0.197 2.588
O: 1.610 1.483 1.027
F: -1.327 0.839 0.801
Br: 0.212 -2.585 -0.770
H: -0.387 -0.070 -2.199
H: 0.188 1.173 -1.188
H: -2.120 -0.521 -0.332

Forces on the atoms, in the same order (eV/Å):
0.3 -0.7 -0.1
-1.8 -0.1 2.5
-1.9 -1.3 -1.0
0.8 -0.1 1.2
-0.2 0.1 0.0
-0.1 0.5 -0.1
0.3 1.0 0.8
0.0 -0.6 0.0
-0.8 -1.1 -2.9
1.7 2.4 0.1
1.7 -0.1 -0.4

***

# 3
DFT (wB97M-V/def2-TZVPD) results for one molecule with the formula C4H7FS2.

Values from the calculation:
Energy above the lowest of the compared OMol25 structures with the same formula, charge and spin, kJ/mol: 26.9
Net charge: 0
SMILES: F[C@H]1[C@H](S)C[C@@H]1S
Lowest unoccupied orbital energy, Ha: 0.0309

CARTESIAN COORDINATES (ANGSTROEM)
F: -0.731 -1.540 1.488
C: -0.347 -0.842 0.384
C: -0.827 0.616 0.264
S: -2.249 1.037 -0.737
C: 0.564 0.947 -0.337
C: 1.086 -0.358 0.339
S: 2.402 -1.316 -0.429
H: -0.583 -1.443 -0.498
H: -0.877 1.053 1.271
H: -3.234 0.590 0.087
H: 0.502 0.897 -1.471
H: 0.992 1.935 -0.082
H: 1.467 -0.116 1.335
H: 1.836 -1.460 -1.616

Forces on the atoms, in the same order (eV/Å):
-0.2 -0.2 0.4
-0.1 0.1 -0.4
0.3 -0.2 0.6
-0.4 0.0 0.1
-0.4 0.5 -1.3
0.7 0.8 -0.3
0.2 -0.1 0.5
-0.1 0.1 0.0
-0.2 -0.1 -0.2
0.5 0.1 -0.2
0.3 -0.2 1.3
-0.1 -0.7 0.0
-0.2 -0.1 0.0
-0.3 0.0 -0.4

***

# 4
DFT (wB97M-V/def2-TZVPD) results for C32H29Br2N5O3Rh as an isolated structure.

Values from the calculation:
2S+1: 5
Energy above the lowest of the compared OMol25 structures with the same formula, charge and spin, kJ/mol: 0.0
Net charge: +3
Lowest unoccupied orbital energy (spin up / spin down), Ha: -0.2872 / -0.3864

CARTESIAN COORDINATES (ANGSTROEM)
Rh: 0.126 1.596 -0.456
Br: 6.783 1.774 -0.133
C: 4.925 1.758 -0.244
C: 4.284 2.036 -1.444
C: 2.906 2.003 -1.465
N: 2.163 1.720 -0.389
C: 2.780 1.468 0.786
C: 4.160 1.477 0.881
C: 1.898 1.229 1.962
C: 2.382 1.016 3.242
C: 1.473 0.852 4.281
Br: 2.087 0.568 6.019
C: 0.111 0.912 4.016
C: -0.287 1.125 2.708
N: 0.582 1.275 1.710
H: 4.840 2.275 -2.338
H: 2.367 2.222 -2.378
H: 4.654 1.274 1.820
H: 3.440 0.983 3.454
H: -0.617 0.809 4.807
H: -1.335 1.187 2.441
C: -4.299 1.598 -0.457
C: -2.915 1.960 -0.894
O: -1.937 1.343 -0.419
N: -2.793 2.950 -1.778
C: -1.527 3.452 -2.296
C: -0.781 4.293 -1.291
C: -0.887 5.672 -1.291
C: -0.214 6.410 -0.329
C: 0.551 5.737 0.609
C: 0.618 4.359 0.548
N: -0.029 3.644 -0.383
H: -4.306 0.577 -0.086
H: -5.020 1.700 -1.267
H: -4.601 2.264 0.353
H: -3.640 3.390 -2.103
H: -1.746 4.042 -3.182
H: -0.909 2.606 -2.616
H: -1.491 6.162 -2.042
H: -0.284 7.489 -0.316
H: 1.093 6.266 1.380
H: 1.205 3.800 1.263
C: -1.221 -6.707 -0.815
O: -0.915 -5.387 -0.305
C: -1.526 -4.956 0.780
C: -2.527 -5.659 1.459
C: -3.141 -5.098 2.548
C: -2.777 -3.803 3.011
C: -1.799 -3.102 2.384
C: -1.113 -3.654 1.268
N: -0.102 -2.952 0.731
C: 0.788 -3.341 -0.297
C: 0.936 -2.600 -1.513
C: 1.470 -3.222 -2.614
C: 1.623 -2.552 -3.865
C: 1.234 -1.233 -4.015
C: 0.744 -0.560 -2.914
C: 0.616 -1.184 -1.631
O: 0.291 -0.517 -0.597
H: -0.569 -6.844 -1.669
H: -2.262 -6.751 -1.129
H: -1.010 -7.459 -0.056
H: -2.828 -6.637 1.116
H: -3.920 -5.646 3.062
H: -3.276 -3.389 3.876
H: -1.493 -2.127 2.743
H: 0.037 -2.022 1.112
H: 1.327 -4.265 -0.154
H: 1.774 -4.259 -2.541
H: 2.043 -3.095 -4.702
H: 1.329 -0.737 -4.970
H: 0.455 0.483 -2.984

Forces on the atoms, in the same order (eV/Å):
0.0 -0.1 0.0
0.0 0.0 0.0
0.0 0.0 0.0
0.0 0.0 0.0
0.0 0.0 0.0
0.0 0.0 0.0
0.0 0.0 0.0
0.0 0.0 0.0
0.0 0.0 0.0
0.0 0.0 0.0
0.0 0.0 0.0
0.0 0.0 0.0
0.0 0.0 0.0
0.0 0.0 0.0
0.0 0.0 0.0
0.0 0.0 0.0
0.0 0.0 0.0
0.0 0.0 0.0
0.0 0.0 0.0
0.0 0.0 0.0
0.0 0.0 0.0
0.0 0.0 0.0
0.0 0.0 0.0
0.0 0.0 0.0
0.0 0.0 0.0
0.0 0.0 0.0
0.0 0.0 0.0
0.0 0.0 0.0
0.0 0.0 0.0
0.0 0.0 0.0
0.0 0.0 0.0
0.0 0.1 0.0
0.0 0.0 0.0
0.0 0.0 0.0
0.0 0.0 0.0
0.0 0.0 0.0
0.0 0.0 0.0
0.0 0.0 0.0
0.0 0.0 0.0
0.0 0.0 0.0
0.0 0.0 0.0
0.0 0.0 0.0
0.0 0.0 0.0
0.0 0.0 0.0
0.0 0.0 0.0
0.0 0.0 0.0
0.0 0.0 0.0
0.0 0.0 0.0
0.0 0.0 0.0
0.0 0.0 0.1
0.0 0.0 0.0
0.0 0.0 0.0
0.0 0.0 0.0
0.0 0.0 0.0
0.0 0.0 0.0
0.0 0.0 0.0
0.0 0.0 0.0
0.0 0.0 0.0
0.0 0.1 0.0
0.0 0.0 0.0
0.0 0.0 0.0
0.0 0.0 0.0
0.0 0.0 0.0
0.0 0.0 0.0
0.0 0.0 0.0
0.0 0.0 0.0
0.0 0.0 -0.1
0.0 0.0 0.0
0.0 0.0 0.0
0.0 0.0 0.0
0.0 0.0 0.0
0.0 0.0 0.0

***

Record order is preserved below.
Maximum force: 4.56 3.17 1.41 0.10 eV/Å